# 1
{
  "formula": "C20H31N5O4",
  "method": "the ωB97M-V functional and the def2-TZVPD basis",
  "elements": ["C", "N", "C", "C", "O", "C", "N", "C", "O", "C", "C", "N", "N", "C", "C", "C", "C", "C", "C", "C", "O", "C", "C", "C", "C", "C", "C", "O", "N", "H", "H", "H", "H", "H", "H", "H", "H", "H", "H", "H", "H", "H", "H", "H", "H", "H", "H", "H", "H", "H", "H", "H", "H", "H", "H", "H", "H", "H", "H", "H"],
  "coordinates": [[-1.714777, 2.356338, -0.088786], [-0.733679, 1.963300, -1.094260], [0.229561, 0.930615, -0.721271], [1.598901, 1.511570, -0.374262], [1.485151, 2.566386, 0.571863], [2.526331, 0.473272, 0.236460], [2.033837, -0.044484, 1.493207], [1.350517, -1.219652, 1.565372], [1.164493, -1.927717, 0.586082], [0.842022, -1.586566, 2.899776], [0.968142, -0.965011, 4.160002], [0.338580, -1.647526, 5.098959], [-0.202217, -2.703039, 4.463559], [-0.947964, -3.695875, 5.223304], [-2.301783, -4.006390, 4.624355], [-2.408166, -4.889259, 3.356115], [-3.641535, -5.569253, 3.988265], [-3.163304, -5.054222, 5.363040], [0.078188, -2.706486, 3.151881], [-0.984544, 2.329481, -2.384903], [-1.925479, 3.052680, -2.670675], [-0.055182, 1.802410, -3.464471], [-0.037172, 2.719389, -4.691725], [0.609940, 4.068281, -4.394746], [2.124958, 3.945441, -4.304134], [2.678358, 3.450526, -5.634311], [1.936135, 2.266300, -6.218420], [2.441152, 1.552671, -7.066476], [0.657102, 2.064694, -5.794982], [-2.063881, 3.364560, -0.293456], [-2.580403, 1.688395, -0.098121], [-1.248312, 2.318579, 0.893608], [-0.169650, 0.410233, 0.148690], [0.331923, 0.182051, -1.506492], [2.078006, 1.889326, -1.287413], [0.894982, 3.233265, 0.202806], [2.643523, -0.367676, -0.445383], [3.502310, 0.932225, 0.397993], [2.027713, 0.574961, 2.284823], [1.490109, -0.060232, 4.431221], [-0.352055, -4.610014, 5.299351], [-1.053130, -3.278194, 6.223282], [-2.863600, -3.079229, 4.488059], [-2.534122, -4.392954, 2.394876], [-1.564747, -5.581076, 3.291522], [-4.566466, -5.082598, 3.679725], [-3.748537, -6.644314, 3.858936], [-2.531984, -5.791925, 5.863266], [-3.907668, -4.690953, 6.069649], [-0.258056, -3.478897, 2.482497], [0.959537, 1.651978, -3.099090], [-0.424541, 0.814170, -3.758559], [-1.070933, 2.890136, -4.990452], [0.355050, 4.764521, -5.198262], [0.177069, 4.469759, -3.478373], [2.571277, 4.907132, -4.047233], [2.404445, 3.254179, -3.503036], [2.610720, 4.243772, -6.384874], [3.728074, 3.166934, -5.575614], [0.215769, 1.264034, -6.222754]],
  "forces_ev_per_a": [[0.00, 0.00, 0.00], [0.00, -0.01, 0.00], [0.01, 0.01, 0.01], [-0.01, -0.01, -0.01], [-0.01, 0.00, -0.01], [0.00, 0.00, 0.00], [-0.01, 0.00, 0.00], [0.00, 0.01, 0.01], [0.00, -0.01, 0.00], [-0.01, 0.01, -0.01], [0.01, -0.01, 0.00], [-0.03, 0.02, -0.01], [0.03, -0.01, 0.02], [0.01, -0.02, -0.03], [-0.02, 0.00, 0.01], [0.00, 0.01, 0.00], [0.01, -0.01, 0.00], [0.00, 0.01, 0.00], [0.01, -0.01, 0.00], [0.01, 0.01, 0.01], [-0.01, 0.00, 0.00], [-0.01, -0.01, -0.01], [-0.01, 0.00, 0.01], [0.00, 0.00, -0.01], [0.00, 0.00, 0.01], [0.01, 0.00, 0.00], [0.00, 0.00, -0.01], [0.00, 0.00, 0.00], [0.00, 0.00, 0.00], [0.00, 0.00, 0.00], [0.00, 0.01, 0.00], [0.00, 0.00, 0.00], [0.00, 0.00, -0.01], [0.00, 0.00, 0.00], [0.00, 0.01, 0.00], [0.00, 0.00, 0.00], [0.00, 0.00, 0.00], [0.00, -0.01, 0.00], [0.00, 0.00, 0.00], [0.00, 0.00, 0.00], [0.00, 0.00, 0.00], [0.00, 0.00, 0.00], [0.00, 0.00, 0.00], [0.00, 0.00, 0.00], [0.00, 0.00, 0.00], [0.00, 0.00, 0.00], [0.00, 0.00, 0.00], [0.00, 0.00, 0.00], [0.00, 0.00, 0.00], [0.00, 0.00, 0.00], [0.00, 0.00, 0.01], [0.00, 0.00, 0.00], [0.00, 0.00, 0.00], [0.00, 0.00, 0.00], [0.00, 0.00, 0.00], [0.00, 0.00, 0.00], [0.00, 0.00, 0.00], [0.00, 0.00, 0.00], [0.00, 0.00, 0.00], [0.00, 0.00, 0.00]],
  "energy_ha": -1355.483320,
  "charge": 0,
  "homo_lumo_gap_ev": 9.894,
  "relative_energy_ev": 0.046,
  "largest_force_ev_per_a": 0.04,
  "smiles": "CN(C[C@@H](O)CNC(=O)c1cnn(CC2CCC2)c1)C(=O)C[C@H]1CCCC(=O)N1"
}

---

# 2
{
  "formula": "H3O3P3",
  "method": "the ωB97M-V functional and the def2-TZVPD basis",
  "elements": ["O", "O", "O", "P", "P", "P", "H", "H", "H"],
  "coordinates": [[-2.443531, -2.135970, -0.125259], [-1.485515, 1.962585, -1.540038], [-2.031662, 1.949998, 0.921173], [1.979147, -0.661661, -0.546066], [1.086907, 0.836516, 0.600744], [-1.324734, 1.271504, -0.200739], [-1.742445, -1.479408, -0.217232], [2.690496, 0.431406, -1.016143], [0.594101, -0.145807, 1.535389]],
  "forces_ev_per_a": [[-0.13, -0.03, 0.02], [0.48, -1.23, 0.64], [0.00, -0.50, 0.52], [0.01, 0.41, 0.48], [-0.71, -1.73, 0.24], [-0.24, 2.08, -0.79], [0.11, -0.10, -0.01], [0.83, 0.30, -1.00], [-0.34, 0.79, -0.09]],
  "energy_ha": -1251.520875,
  "charge": -2,
  "homo_lumo_gap_ev": [5.335, 5.333],
  "relative_energy_ev": 2.386,
  "largest_force_ev_per_a": 2.24
}

---

# 3
{
  "formula": "C4H8N2",
  "method": "the ωB97M-V functional and the def2-TZVPD basis",
  "elements": ["C", "C", "C", "C", "H", "H", "H", "H", "H", "H", "H", "H", "N", "N"],
  "coordinates": [[0.955152, -0.350040, -0.131923], [-0.021616, 0.043592, -1.161061], [-0.897989, 1.203132, -0.797578], [-1.477752, -0.145488, -0.819891], [1.998685, -1.489730, 1.875497], [0.915972, -0.517745, 3.012419], [1.966353, -1.198825, -0.504382], [0.449486, -0.015774, -2.127627], [-0.784101, 1.725662, 0.290545], [-1.189683, 2.015983, -1.554969], [-1.684660, -0.432171, 0.227202], [-2.254324, -0.518636, -1.571117], [1.476529, -0.389438, 2.158921], [0.547948, 0.069477, 1.103965]],
  "forces_ev_per_a": [[-0.18, -0.46, 3.57], [1.17, 0.29, 0.34], [-0.69, 4.09, 0.88], [-2.02, -1.01, -0.31], [-2.29, 4.26, 1.14], [0.30, -0.13, -0.64], [-3.16, 2.83, 1.71], [-0.83, -0.06, -0.61], [-0.06, -1.60, -2.91], [0.59, -1.65, 0.84], [0.32, -0.56, -0.88], [1.32, 0.82, 0.97], [0.63, -3.10, -1.66], [4.90, -3.73, -2.45]],
  "energy_ha": -266.545453,
  "charge": 0,
  "homo_lumo_gap_ev": 9.465,
  "relative_energy_ev": 4.804,
  "largest_force_ev_per_a": 6.63
}

---

# 4
{
  "formula": "C3H5NO2",
  "method": "the ωB97M-V functional and the def2-TZVPD basis",
  "elements": ["C", "C", "C", "H", "H", "H", "H", "H", "N", "O", "O"],
  "coordinates": [[1.101925, 0.408406, 0.229237], [-0.996065, -0.626010, -0.368754], [-1.592558, -0.717454, -1.601006], [1.654191, 1.332026, 2.877109], [1.927521, 0.629788, -0.321215], [-1.448090, -1.036792, 0.674689], [-1.386945, 0.178944, -2.439548], [-2.597974, -1.281132, -1.754289], [0.812354, 0.632524, 1.431134], [2.397596, 0.438789, 1.967208], [0.128045, 0.040911, -0.694565]],
  "forces_ev_per_a": [[-4.75, -0.29, -0.85], [-3.16, -1.20, -2.21], [-3.42, 1.05, -0.20], [3.66, -3.43, -3.03], [2.92, 0.17, -0.83], [2.01, 1.09, -2.58], [-0.06, -3.11, 2.27], [1.94, 1.04, 0.38], [3.16, -1.74, 0.31], [-5.70, 4.83, 3.76], [3.40, 1.60, 2.98]],
  "energy_ha": -322.233806,
  "charge": 0,
  "homo_lumo_gap_ev": 8.602,
  "relative_energy_ev": 9.266,
  "largest_force_ev_per_a": 8.36
}